a | DFT (ωB97M-V/def2-TZVPD) results for C10H35NO7 as an isolated structure.

```
53
C10H35NO7, DFT ωB97M-V/def2-TZVPD
C 2.29737 2.57604 2.07927
C 0.81418 2.10085 2.11640
C -0.19380 3.21379 2.32920
O 0.63672 1.41752 0.91613
H 2.25798 3.47121 1.45863
H 2.99426 1.83693 1.68408
H 2.56574 2.81399 3.10857
H 0.63131 1.28295 2.81332
H -1.05042 2.85899 2.90229
H -0.47667 3.70112 1.39614
H 0.25910 4.03237 2.88858
H -0.25890 1.61078 0.62957
C -1.90428 -1.10813 -1.31525
C -2.21241 -2.29398 -2.19642
C -2.40235 -3.59162 -1.48700
O -3.47271 -2.15209 -2.89400
H -2.76756 -0.98976 -0.66040
H -1.83845 -0.13526 -1.80235
H -0.97446 -1.19535 -0.75316
H -1.51060 -2.49962 -3.00468
H -1.48596 -3.72772 -0.91271
H -2.49441 -4.37324 -2.24111
H -3.17376 -3.70730 -0.72565
H -4.19035 -1.82971 -2.34386
O -0.05054 0.59915 -0.73534
H -0.31968 1.26253 -0.09996
H -0.44534 -0.21252 -0.41667
O -0.21269 2.37412 -2.15930
H -1.09650 2.62091 -1.88692
H -0.08189 1.50171 -1.78780
O 1.61582 2.75562 -0.86342
H 0.79712 2.67481 -1.35272
H 1.47242 2.24119 -0.06903
O -1.15042 2.09941 0.11697
H -1.88933 1.74862 0.61416
H -1.50951 2.85776 -0.34367
C 2.78898 -2.76043 -0.66713
C 1.59861 -1.80452 -0.55601
C 1.13012 -1.57476 0.87434
O -0.11600 -0.98824 0.82155
C -0.70482 -0.69972 2.07288
N 2.02875 -0.55128 -1.19330
H 3.78561 -2.43124 -0.37307
H 2.92187 -3.11737 -1.68842
H 2.71593 -3.68045 -0.08720
H 0.82541 -2.26402 -1.17172
H 1.71740 -1.05492 1.63129
H 1.12653 -2.56043 1.33970
H -1.58507 -0.10821 1.82110
H -0.10989 -0.06854 2.73301
H -0.84000 -1.63048 2.62377
H 1.31027 0.13367 -1.00690
H 2.22728 -0.67509 -2.17582
```

Values from the calculation:
Spin multiplicity   1
HOMO level   -7.937 eV
LUMO level   -0.6 eV
Total charge   0

=====

b | DFT (ωB97M-V/def2-TZVPD) results for a 7-piece molecular cluster, C10H35NO7 overall.

```
53
C10H35NO7, DFT ωB97M-V/def2-TZVPD
C -3.69386 9.09457 1.05004
O -2.62388 8.42284 0.38229
C -2.49458 7.05180 0.89596
C -1.04028 6.70757 1.37387
C -0.89806 5.43198 2.25083
N -0.44024 7.84717 2.10609
H -3.52453 9.07469 2.12663
H -4.61112 8.50763 1.00255
H -3.71968 10.09351 0.61467
H -3.24370 6.78672 1.64205
H -2.68244 6.37135 0.06543
H -0.45222 6.62694 0.45966
H -1.07705 4.57126 1.60645
H -1.63508 5.43421 3.05389
H 0.00144 5.14265 2.79424
H -0.65690 8.66610 1.55607
H 0.56601 7.81160 2.02665
C 7.18515 -6.31393 2.67987
C 6.43146 -7.31874 3.58184
O 5.42305 -8.03872 3.01991
H 6.54287 -5.48064 2.39491
H 7.60984 -6.49624 1.69270
H 7.99669 -6.01248 3.34216
H 6.17276 -7.00005 4.59160
H 7.24528 -8.03572 3.69021
H 4.70758 -7.51961 2.64544
C -6.02035 -2.24649 -3.12099
C -4.78729 -1.59332 -3.74167
O -3.98428 -1.08309 -2.69577
H -6.80481 -1.51518 -2.92626
H -5.73222 -2.77487 -2.21220
H -6.35950 -2.82132 -3.98276
H -5.24819 -0.81291 -4.34716
H -4.27455 -2.27318 -4.42210
H -4.55092 -0.52431 -2.15885
C 3.24794 -1.20524 -5.23431
C 2.43599 -2.46851 -4.81135
O 1.94200 -2.21937 -3.53938
H 4.22112 -1.19921 -4.74341
H 2.81274 -0.22554 -5.03710
H 3.41968 -1.36467 -6.29882
H 3.06826 -3.33910 -4.98574
H 1.57044 -2.58724 -5.46314
H 1.09280 -1.78406 -3.43465
O -2.61849 -0.28458 5.42365
H -3.24937 -1.00440 5.41440
H -1.79007 -0.68819 5.16471
O 1.07241 -6.66029 -0.24404
H 0.45266 -7.07444 -0.84456
H 1.37306 -5.88002 -0.70991
O 0.51239 -2.44212 2.45833
H 0.64272 -3.36307 2.23226
H 0.46721 -1.99200 1.61478
```

Values from the calculation:
Spin multiplicity   1
SMILES   COC[C@H](C)N.CCO.CCO.CCO.O.O.O
HOMO level   -9.164 eV
LUMO level   0.1 eV
Total charge   0

=====

The least stable of them is a.